10
Properties=species:S:1:pos:R:3:mulliken_charge:R:1 method="wB97M-V/def2-TZVPD" total_energy_ha=-793.6188 orbital_gap_ev=10.35 homo_ev=-10.28
H -1.002 -0.419 -0.840 0.3377
H -2.278 0.425 -0.194 0.4248
C -1.420 -0.031 0.101 -0.9050
O 1.008 -0.650 -1.041 -0.5178
H -1.384 -0.843 0.919 0.3036
O 1.159 0.288 0.950 -0.3701
N 1.585 -0.725 -0.004 1.1441
S -0.223 1.295 0.503 0.6061
O 0.041 2.011 -0.715 -0.4707
O 2.515 -1.351 0.320 -0.5527